No. 1
{"formula": "C41H56N4O10P2S4SiW", "method": "wB97M-V/def2-TZVPD", "species": ["W", "O", "P", "C", "P", "O", "C", "C", "C", "C", "C", "C", "C", "C", "C", "C", "C", "C", "C", "C", "C", "C", "C", "C", "C", "C", "C", "C", "C", "C", "H", "H", "H", "H", "H", "H", "H", "H", "H", "H", "H", "H", "H", "H", "H", "H", "H", "H", "H", "H", "H", "H", "S", "O", "S", "O", "O", "O", "O", "N", "C", "C", "C", "C", "O", "Si", "S", "O", "C", "C", "C", "C", "O", "C", "C", "C", "C", "H", "H", "H", "H", "H", "H", "H", "H", "H", "H", "H", "H", "H", "H", "H", "H", "H", "H", "H", "H", "H", "H", "H", "H", "H", "H", "H", "C", "C", "C", "N", "N", "C", "N", "S", "H", "H", "H", "H", "H", "H", "H"], "coordinates": [[0.295, 0.621, -0.472], [1.921, 0.438, 0.786], [3.134, 1.317, 0.335], [2.744, 2.864, -0.516], [1.684, 2.616, -2.023], [0.166, 2.192, -1.835], [1.330, 4.450, -2.180], [2.345, 5.312, -2.604], [2.165, 6.686, -2.614], [0.956, 7.229, -2.196], [-0.058, 6.387, -1.769], [0.126, 5.009, -1.756], [2.599, 2.510, -3.603], [1.962, 2.936, -4.764], [2.601, 2.842, -5.992], [3.900, 2.355, -6.060], [4.547, 1.945, -4.903], [3.892, 2.005, -3.682], [4.551, 0.463, -0.374], [5.805, 1.068, -0.348], [6.888, 0.444, -0.951], [6.727, -0.798, -1.549], [5.484, -1.416, -1.549], [4.395, -0.783, -0.972], [3.783, 1.846, 1.949], [3.736, 0.948, 3.015], [4.264, 1.294, 4.247], [4.846, 2.542, 4.430], [4.893, 3.443, 3.379], [4.363, 3.097, 2.143], [3.678, 3.329, -0.844], [2.245, 3.551, 0.170], [3.292, 4.908, -2.948], [2.965, 7.333, -2.953], [0.810, 8.302, -2.205], [-1.004, 6.797, -1.435], [-0.673, 4.372, -1.405], [0.963, 3.356, -4.704], [2.093, 3.165, -6.892], [4.407, 2.297, -7.015], [5.558, 1.560, -4.952], [4.385, 1.628, -2.792], [5.944, 2.025, 0.141], [7.857, 0.925, -0.945], [7.574, -1.286, -2.015], [5.356, -2.382, -2.020], [3.414, -1.231, -1.012], [3.267, -0.018, 2.879], [4.215, 0.593, 5.070], [5.255, 2.813, 5.395], [5.333, 4.422, 3.519], [4.393, 3.821, 1.338], [-0.633, -0.652, 1.742], [-2.161, 1.858, 1.923], [-1.591, 2.298, 0.676], [-2.070, 3.543, 0.169], [-0.035, 2.253, 0.765], [-1.701, 1.156, -0.389], [2.109, -0.076, -2.765], [2.020, 0.820, -1.647], [-6.411, -3.028, -0.874], [-5.000, -2.485, -0.712], [-4.991, -0.966, -0.787], [-4.061, -3.090, -1.746], [-4.558, -2.951, 0.593], [-3.733, -2.270, 1.795], [-1.821, -1.872, 0.758], [-4.174, -0.804, 2.254], [-4.825, -0.205, 3.401], [-6.046, -1.032, 3.780], [-5.219, 1.192, 2.956], [-3.801, -0.154, 4.524], [-3.607, -3.287, 3.040], [-2.995, -4.586, 3.198], [-1.577, -4.356, 3.701], [-3.837, -5.308, 4.238], [-2.991, -5.354, 1.884], [-6.821, -2.729, -1.840], [-7.057, -2.639, -0.086], [-6.408, -4.117, -0.817], [-5.323, -0.659, -1.780], [-3.993, -0.553, -0.627], [-5.665, -0.534, -0.048], [-4.458, -2.931, -2.750], [-3.965, -4.164, -1.579], [-3.072, -2.632, -1.699], [-6.731, -1.105, 2.932], [-6.578, -0.563, 4.609], [-5.752, -2.037, 4.086], [-5.929, 1.142, 2.128], [-4.333, 1.739, 2.635], [-5.690, 1.726, 3.783], [-3.491, -1.164, 4.799], [-4.231, 0.328, 5.404], [-2.932, 0.417, 4.199], [-1.594, -3.780, 4.627], [-0.993, -3.806, 2.961], [-1.083, -5.311, 3.891], [-3.871, -4.727, 5.161], [-3.412, -6.289, 4.458], [-4.855, -5.442, 3.873], [-2.386, -4.844, 1.130], [-4.003, -5.465, 1.495], [-2.564, -6.345, 2.045], [0.824, -4.663, -0.486], [1.731, -3.433, -0.584], [1.158, -2.422, -1.518], [0.511, -1.395, -1.093], [-0.068, -0.600, -2.068], [0.848, -0.619, -3.161], [0.309, -0.078, -4.343], [1.228, -2.477, -3.255], [1.240, -5.386, 0.216], [0.718, -5.151, -1.456], [-0.169, -4.374, -0.141], [2.727, -3.721, -0.924], [1.830, -2.955, 0.394], [-0.404, 0.605, -4.112], [1.038, 0.370, -4.886]], "lumo_ev": [-0.067, -2.093], "multiplicity": 3, "gap_ev": [8.11, 6.13], "charge": 0, "e_homo_ev": [-8.18, -8.22]}



No. 2
{"formula": "C4H14N3", "method": "wB97M-V/def2-TZVPD", "species": ["N", "C", "N", "H", "H", "H", "H", "H", "C", "C", "C", "N", "H", "H", "H", "H", "H", "H", "H", "H", "H"], "coordinates": [[2.319, 0.695, 0.356], [1.834, 1.901, 0.228], [0.632, 2.296, 0.640], [1.739, -0.074, 0.732], [3.155, 0.471, -0.091], [2.427, 2.654, -0.307], [0.398, 3.281, 0.460], [-0.104, 1.644, 0.872], [-1.614, -1.169, -0.773], [-0.593, -0.526, 0.206], [0.216, -1.616, 0.960], [-2.399, -0.163, -1.487], [-2.319, -1.774, -0.175], [-1.066, -1.868, -1.445], [-1.151, 0.079, 0.953], [0.053, 0.122, -0.399], [0.798, -2.198, 0.240], [-0.457, -2.324, 1.465], [0.933, -1.258, 1.739], [-3.042, -0.592, -2.127], [-1.758, 0.418, -2.049]], "lumo_ev": -3.705, "gap_ev": 8.84, "de_lowest_ev": 1.006, "charge": 1, "e_homo_ev": -12.54}



No. 3
{"formula": "C23H22F32NO9P", "method": "wB97M-V/def2-TZVPD", "species": ["F", "C", "F", "C", "F", "F", "C", "O", "C", "F", "F", "C", "F", "F", "H", "H", "H", "H", "F", "C", "F", "C", "F", "F", "C", "O", "C", "F", "F", "C", "F", "F", "H", "H", "H", "H", "F", "C", "F", "C", "F", "F", "C", "O", "C", "F", "F", "C", "F", "F", "H", "H", "H", "H", "F", "C", "F", "C", "F", "F", "C", "O", "C", "F", "F", "C", "F", "F", "H", "H", "H", "H", "N", "C", "P", "O", "O", "C", "O", "C", "O", "O", "H", "H", "H", "H", "H", "H"], "coordinates": [[4.358, 4.569, -2.844], [3.573, 3.552, -3.241], [4.315, 2.718, -4.005], [2.388, 4.050, -4.074], [2.831, 4.585, -5.230], [1.681, 2.921, -4.397], [1.382, 4.998, -3.406], [1.515, 6.383, -3.655], [2.327, 7.188, -2.899], [2.807, 6.551, -1.816], [1.569, 8.215, -2.455], [3.451, 7.810, -3.736], [4.202, 6.853, -4.312], [4.242, 8.544, -2.923], [3.224, 3.000, -2.364], [0.426, 4.743, -3.861], [1.279, 4.784, -2.341], [3.028, 8.451, -4.512], [1.981, -5.304, 1.471], [2.027, -3.969, 1.633], [1.292, -3.652, 2.727], [1.433, -3.238, 0.427], [0.114, -3.509, 0.328], [1.547, -1.908, 0.731], [2.110, -3.417, -0.937], [1.538, -4.347, -1.843], [1.863, -5.674, -1.835], [2.901, -5.942, -1.024], [2.248, -5.998, -3.095], [0.652, -6.560, -1.516], [0.131, -6.239, -0.318], [1.055, -7.849, -1.476], [3.060, -3.656, 1.802], [1.981, -2.460, -1.441], [3.187, -3.555, -0.840], [-0.112, -6.440, -2.286], [-1.931, 0.092, 3.225], [-0.751, -0.500, 3.522], [-0.976, -1.378, 4.524], [0.285, 0.527, 3.979], [-0.107, 1.092, 5.142], [1.414, -0.193, 4.236], [0.696, 1.619, 2.981], [0.083, 2.891, 3.098], [-1.102, 3.190, 2.482], [-1.489, 2.229, 1.625], [-0.899, 4.314, 1.754], [-2.206, 3.526, 3.492], [-2.410, 2.497, 4.338], [-3.354, 3.758, 2.819], [-0.393, -1.052, 2.649], [1.742, 1.814, 3.209], [0.669, 1.250, 1.955], [-1.931, 4.413, 4.066], [-5.702, -0.606, 3.187], [-4.683, -1.340, 3.679], [-4.223, -2.132, 2.681], [-5.139, -2.223, 4.840], [-6.029, -3.142, 4.405], [-4.022, -2.897, 5.239], [-5.682, -1.527, 6.097], [-7.087, -1.431, 6.250], [-7.812, -0.395, 5.728], [-7.030, 0.583, 5.242], [-8.534, 0.138, 6.742], [-8.830, -0.877, 4.687], [-8.215, -1.521, 3.678], [-9.474, 0.198, 4.178], [-3.878, -0.675, 3.993], [-5.378, -2.175, 6.917], [-5.190, -0.568, 6.265], [-9.553, -1.548, 5.155], [3.497, 0.299, -4.929], [3.264, -1.114, -5.058], [1.550, -1.499, -5.783], [1.521, -3.135, -5.675], [0.688, -1.092, -4.449], [4.447, -1.843, -5.682], [5.284, -2.153, -4.549], [4.574, -1.942, -3.420], [5.003, -1.981, -2.313], [3.269, -1.724, -3.732], [2.630, 0.821, -4.999], [4.136, 0.635, -5.639], [2.371, -3.524, -5.436], [0.066, -1.809, -4.264], [4.215, -2.810, -6.142], [5.001, -1.274, -6.428]], "lumo_ev": -0.043, "smiles": "FC(F)C(F)(F)COC(F)(F)C(F)F.FC(F)C(F)(F)COC(F)(F)C(F)F.FC(F)C(F)(F)COC(F)(F)C(F)F.FC(F)C(F)(F)COC(F)(F)C(F)F.N[C@@]1(P(O)O)COC(=O)O1", "gap_ev": 9.58, "charge": 0, "e_homo_ev": -9.63}



No. 4
{"formula": "C24H23FLiN3O3", "method": "wB97M-V/def2-TZVPD", "species": ["Li", "C", "C", "N", "C", "C", "C", "O", "O", "C", "O", "C", "C", "C", "F", "C", "C", "C", "N", "C", "C", "N", "C", "C", "H", "H", "H", "H", "H", "H", "H", "H", "H", "H", "H", "H", "H", "H", "H", "H", "H", "H", "C", "C", "C", "C", "C", "C", "C", "C", "H", "H", "H", "H", "H"], "coordinates": [[0.039, 0.270, 0.008], [4.432, -5.607, 1.452], [4.036, -5.161, 0.045], [2.872, -4.300, 0.067], [3.082, -2.950, 0.207], [2.113, -2.022, 0.295], [2.549, -0.532, 0.449], [3.580, -0.356, 1.087], [1.814, 0.286, -0.119], [0.724, -2.404, 0.237], [-0.233, -1.643, 0.356], [0.517, -3.855, 0.087], [-0.787, -4.348, 0.021], [-1.033, -5.697, 0.023], [-2.346, -6.100, -0.006], [-0.004, -6.638, 0.089], [1.301, -6.146, 0.069], [1.591, -4.776, 0.068], [-0.171, -8.051, 0.168], [-1.434, -8.661, -0.147], [-2.393, -8.706, 1.057], [-1.706, -9.388, 2.189], [-0.433, -8.697, 2.527], [0.463, -8.717, 1.277], [5.333, -6.211, 1.415], [3.636, -6.183, 1.918], [4.620, -4.735, 2.072], [3.853, -6.023, -0.603], [4.859, -4.589, -0.391], [4.116, -2.637, 0.266], [-1.606, -3.649, -0.008], [2.099, -6.870, 0.056], [-1.241, -9.687, -0.487], [-1.909, -8.124, -0.966], [-3.307, -9.242, 0.803], [-2.654, -7.697, 1.372], [-1.481, -10.349, 1.900], [-2.326, -9.431, 3.005], [0.044, -9.197, 3.370], [-0.656, -7.663, 2.797], [0.677, -9.757, 0.996], [1.407, -8.228, 1.511], [-1.580, 1.405, -0.044], [-2.572, 2.087, 0.129], [-3.707, 2.925, 0.251], [-3.970, 3.621, 1.435], [-5.055, 4.472, 1.517], [-5.899, 4.642, 0.431], [-5.656, 3.943, -0.742], [-4.574, 3.090, -0.833], [-3.306, 3.489, 2.279], [-5.242, 5.015, 2.436], [-6.741, 5.319, 0.496], [-6.312, 4.070, -1.594], [-4.375, 2.544, -1.745]], "lumo_ev": -1.965, "gap_ev": 3.74, "charge": 0, "e_homo_ev": -5.71}



Question: What is the formula in the first record?
Answer: C41H56N4O10P2S4SiW